{
  "formula": "C58H58BrIKN10O3PS2",
  "method": "ωB97M-V/def2-TZVPD",
  "species": ["K", "N", "C", "S", "N", "N", "C", "C", "C", "C", "C", "C", "N", "H", "H", "H", "H", "H", "H", "H", "O", "S", "O", "O", "C", "C", "C", "C", "C", "C", "P", "C", "C", "C", "C", "C", "C", "C", "C", "C", "C", "C", "C", "H", "H", "H", "H", "H", "H", "H", "H", "H", "H", "H", "H", "H", "H", "C", "C", "C", "C", "C", "Br", "N", "C", "H", "H", "H", "H", "H", "H", "I", "C", "C", "N", "N", "C", "H", "H", "H", "N", "C", "C", "C", "C", "N", "C", "C", "H", "H", "H", "H", "C", "C", "C", "C", "C", "C", "C", "C", "N", "C", "C", "C", "C", "C", "C", "C", "C", "C", "C", "H", "H", "H", "H", "H", "H", "H", "H", "H", "H", "H", "H", "H", "H", "H", "H", "H", "H", "H", "H", "H", "H", "H", "H"],
  "xyz": [[-0.634, 0.424, -0.417], [0.822, -4.595, -3.269], [0.831, -3.264, -2.880], [2.257, -2.694, -2.136], [-0.353, -2.701, -3.104], [-0.459, -1.374, -2.912], [-1.670, -0.960, -2.948], [-2.032, 0.473, -2.958], [-3.364, 0.840, -3.143], [-3.693, 2.182, -3.256], [-2.692, 3.135, -3.172], [-1.397, 2.682, -2.964], [-1.061, 1.396, -2.862], [1.485, -5.166, -2.780], [-0.105, -4.977, -3.371], [-2.472, -1.684, -3.083], [-4.132, 0.071, -3.186], [-4.729, 2.483, -3.373], [-2.908, 4.193, -3.248], [-0.561, 3.382, -2.903], [-4.098, 1.628, -0.316], [-3.253, 2.382, 0.595], [-3.803, 2.504, 1.932], [-1.853, 1.951, 0.566], [-3.178, 4.055, -0.068], [-4.425, 4.609, -0.364], [-4.524, 5.885, -0.883], [-3.369, 6.630, -1.086], [-2.126, 6.097, -0.776], [-1.984, 4.797, -0.280], [-0.304, 4.106, 0.194], [-0.356, 4.878, 1.906], [0.032, 6.198, 2.155], [-0.033, 6.736, 3.435], [-0.501, 5.967, 4.495], [-0.916, 4.665, 4.257], [-0.844, 4.127, 2.975], [0.976, 5.209, -0.579], [0.888, 5.721, -1.878], [1.997, 6.274, -2.519], [3.228, 6.309, -1.881], [3.347, 5.774, -0.601], [2.241, 5.225, 0.034], [-5.313, 4.005, -0.188], [-5.494, 6.304, -1.122], [-3.434, 7.641, -1.478], [-1.248, 6.713, -0.907], [0.393, 6.821, 1.344], [0.287, 7.759, 3.603], [-0.538, 6.381, 5.497], [-1.287, 4.050, 5.070], [-1.159, 3.113, 2.803], [-0.058, 5.680, -2.411], [1.900, 6.650, -3.531], [4.094, 6.723, -2.385], [4.313, 5.760, -0.106], [2.360, 4.770, 1.015], [-3.242, -0.916, 5.513], [-1.940, -0.364, 4.977], [-0.754, -0.402, 5.701], [0.408, 0.155, 5.188], [0.333, 0.737, 3.930], [1.823, 1.698, 3.262], [-0.758, 0.717, 3.185], [-1.879, 0.204, 3.713], [-3.225, -0.977, 6.603], [-3.441, -1.923, 5.126], [-4.081, -0.282, 5.215], [-0.737, -0.866, 6.685], [1.344, 0.140, 5.732], [-2.766, 0.261, 3.078], [5.606, 3.376, -3.337], [4.080, 2.134, -2.707], [4.092, 0.756, -2.670], [2.893, 0.397, -2.176], [2.101, 1.434, -1.896], [2.812, 2.514, -2.215], [4.845, 0.032, -2.956], [2.532, -0.565, -2.081], [2.406, 3.512, -2.086], [-6.503, -4.994, 1.832], [-5.676, -4.238, 1.615], [-4.624, -3.264, 1.348], [-4.726, -2.406, 0.273], [-3.704, -1.490, 0.061], [-2.626, -1.411, 0.841], [-2.539, -2.247, 1.873], [-3.517, -3.186, 2.170], [-5.587, -2.442, -0.380], [-3.771, -0.763, -0.746], [-1.645, -2.160, 2.486], [-3.414, -3.850, 3.017], [5.667, -2.230, 4.755], [4.794, -1.746, 3.617], [5.087, -0.539, 2.988], [4.268, -0.114, 1.916], [4.542, 1.210, 1.231], [3.199, -0.875, 1.523], [2.849, -2.147, 2.115], [3.719, -2.534, 3.198], [1.825, -2.817, 1.571], [1.725, -4.252, 1.728], [3.080, -4.969, 1.504], [2.931, -6.499, 1.523], [2.350, -6.937, 2.877], [0.972, -6.291, 3.080], [0.040, -6.734, 1.944], [0.621, -6.273, 0.600], [1.988, -6.935, 0.395], [0.797, -4.746, 0.603], [1.116, -4.754, 3.065], [6.225, -1.401, 5.201], [6.396, -2.975, 4.409], [5.066, -2.704, 5.540], [5.929, 0.073, 3.318], [5.582, 1.272, 0.898], [4.373, 2.049, 1.926], [3.889, 1.357, 0.361], [2.572, -0.552, 0.699], [3.545, -3.466, 3.725], [3.792, -4.659, 2.273], [3.472, -4.626, 0.539], [3.908, -6.969, 1.378], [3.024, -6.623, 3.683], [2.263, -8.030, 2.921], [0.559, -6.614, 4.041], [-0.956, -6.299, 2.089], [-0.075, -7.828, 1.954], [-0.055, -6.565, -0.212], [2.405, -6.626, -0.572], [1.885, -8.032, 0.382], [-0.168, -4.251, 0.721], [1.219, -4.395, -0.346], [1.732, -4.435, 3.911], [0.131, -4.278, 3.190]],
  "forces_ev_per_a": [[2.1, -1.9, -0.4], [0.0, 0.2, 0.0], [-0.1, 0.0, 0.1], [-0.1, -0.1, -0.3], [0.0, -0.2, 0.0], [0.3, -0.1, 0.2], [-0.3, 0.5, -0.1], [0.2, -0.1, -0.4], [-0.2, 0.1, -0.1], [-0.1, -0.2, 0.1], [0.0, -0.1, -0.1], [0.3, -0.3, -0.1], [-0.3, 0.3, -0.2], [0.2, -0.1, 0.1], [-0.1, 0.0, 0.0], [-0.2, 0.0, 0.0], [0.1, 0.1, 0.0], [0.1, 0.0, 0.0], [0.0, 0.0, 0.0], [-0.1, -0.1, 0.1], [-0.1, 0.1, 0.0], [0.2, 0.1, 0.2], [0.1, 0.1, 0.0], [-1.7, 1.5, 1.0], [0.3, 0.3, -0.1], [0.2, -0.2, 0.0], [0.1, 0.1, 0.0], [0.0, 0.0, 0.0], [-0.1, -0.1, 0.1], [-0.5, -0.3, 0.1], [0.1, 0.5, 0.6], [0.1, 0.0, 0.0], [0.0, 0.0, 0.0], [0.0, -0.1, 0.0], [0.0, 0.0, -0.1], [0.0, 0.0, -0.1], [0.1, 0.1, -0.1], [0.0, -0.1, -0.3], [0.0, 0.1, 0.0], [0.0, -0.1, 0.1], [-0.1, 0.0, 0.1], [-0.1, 0.0, 0.0], [-0.1, 0.0, 0.0], [0.2, 0.1, 0.0], [0.0, 0.0, 0.0], [0.0, -0.1, 0.0], [0.0, 0.0, 0.0], [0.0, 0.0, 0.0], [0.0, 0.0, 0.0], [0.0, 0.0, 0.0], [0.0, 0.0, -0.1], [-0.1, -0.3, 0.0], [0.1, 0.0, 0.0], [0.0, 0.0, 0.0], [0.0, 0.0, 0.0], [-0.1, 0.0, 0.0], [0.0, 0.1, -0.1], [0.1, 0.0, -0.1], [-0.2, 0.0, 0.0], [0.2, -0.1, 0.1], [0.0, -0.1, 0.1], [-0.5, -0.1, -0.1], [-0.2, 0.0, 0.1], [0.0, 0.1, 0.3], [0.3, 0.1, -0.3], [0.0, 0.0, 0.0], [0.0, 0.1, 0.0], [0.1, 0.0, 0.0], [0.0, 0.1, -0.1], [-0.1, 0.0, 0.0], [0.2, 0.1, 0.1], [0.0, 0.0, 0.0], [-0.2, 0.1, 0.1], [-0.2, 0.0, 0.1], [0.1, 0.1, -0.1], [0.4, 0.3, 0.0], [0.0, -0.1, 0.1], [-0.2, 0.1, 0.1], [-0.1, -0.1, 0.0], [0.1, -0.3, 0.0], [-0.8, -0.7, 0.2], [1.2, 1.1, -0.3], [-0.6, -0.5, 0.2], [-0.1, 0.3, -0.4], [0.0, 0.1, 0.0], [-0.1, 0.0, -0.2], [0.2, -0.1, 0.0], [0.4, -0.1, 0.3], [0.0, 0.0, 0.0], [0.0, -0.1, 0.1], [0.0, -0.1, -0.1], [0.1, 0.0, 0.0], [0.0, -0.1, 0.0], [-0.2, 0.0, -0.2], [0.0, 0.1, -0.1], [0.0, 0.1, 0.1], [-0.1, -0.1, 0.1], [-0.1, -0.2, 0.1], [0.1, -0.2, -0.2], [0.0, 0.3, 0.0], [0.2, 0.1, 0.3], [0.1, -0.2, 0.1], [0.0, -0.2, 0.0], [-0.2, 0.2, 0.0], [0.0, 0.1, -0.1], [0.1, 0.2, -0.2], [0.0, 0.0, 0.0], [0.1, 0.1, 0.1], [0.0, 0.0, 0.0], [0.0, -0.1, -0.1], [-0.1, 0.0, -0.1], [0.0, -0.1, 0.0], [-0.1, 0.1, 0.0], [0.1, 0.0, -0.1], [-0.1, -0.1, -0.1], [0.0, 0.0, 0.0], [0.1, -0.1, -0.1], [0.1, 0.0, 0.2], [0.0, 0.0, -0.1], [0.0, 0.2, 0.1], [0.0, -0.2, -0.2], [0.0, 0.0, 0.1], [0.1, 0.0, 0.0], [0.0, 0.0, 0.0], [0.0, 0.0, 0.0], [0.0, 0.0, 0.1], [0.0, 0.0, 0.0], [0.0, 0.1, 0.0], [0.0, 0.0, 0.0], [0.0, 0.0, 0.1], [0.0, 0.1, 0.0], [-0.2, 0.1, 0.0], [-0.1, 0.0, 0.2], [0.0, 0.0, 0.0], [0.1, -0.1, 0.0]],
  "total_charge": -2,
  "e_above_lowest_ev": 1.248,
  "homo_energy_ev": -0.8
}